# 1
76
Properties=species:S:1:pos:R:3:mulliken_charge:R:1 method="wB97M-V/def2-TZVPD" gap_ev=8.7 total_charge=0 lumo_ev=0.4 relative_energy_kj_mol=213.7 spin_multiplicity=1 smiles="FC(F)C(F)(F)COC(F)(F)C(F)F.FC(F)C(F)(F)COC(F)(F)C(F)F.FC(F)C(F)(F)COC(F)(F)C(F)F.CCOC(=O)CCCP" e_tot_ev=-106926.142
H 1.75384 -4.63671 5.37613 0.37
H 3.37538 -3.71881 2.01658 -0.44
F -6.55745 9.83890 0.45490 -0.26
H -5.70320 2.56218 -3.51414 0.18
F -1.46030 2.02234 0.40137 -0.28
F 7.86522 -3.70538 2.02259 -0.27
H -1.43286 0.80882 -3.45941 0.34
H 0.93389 -4.83318 2.93042 0.31
H -6.08826 6.45907 -3.86359 0.29
F -2.92173 0.88266 -0.70901 -0.21
O 3.28314 -1.10985 2.63264 -0.57
H 6.85187 -8.10853 0.33772 0.32
O 5.74475 -6.40397 0.86886 -0.35
H 1.24501 1.63610 3.55381 0.26
F -6.93990 7.85393 -2.73723 -0.22
C 2.32900 -1.68243 2.09652 0.45
O -3.04456 2.06031 -3.95814 -0.40
F -7.80945 8.22998 -0.29235 -0.22
C 6.76271 -5.76808 1.61029 0.76
H 3.16432 -1.93690 5.41918 0.03
C 2.32944 -3.28759 2.05331 0.21
C -1.53454 2.40209 -1.93748 0.98
C -5.23935 1.77670 -2.91541 0.39
H 5.21971 -7.99590 -0.22178 0.40
H -0.96709 0.58429 -0.87828 0.29
H 0.74610 -3.17062 3.65831 0.30
F -7.94408 5.63394 -1.23975 -0.28
P 3.75987 -3.21941 5.10606 -0.03
F -3.55396 0.06976 -3.03115 -0.28
F 6.04211 -7.84350 -2.37819 -0.33
C -4.06975 1.13531 -3.66861 0.71
H 2.91911 -5.44751 4.23491 0.29
F -8.07298 6.40724 -3.87156 -0.27
C -6.92473 6.58149 -3.16908 0.08
O -5.69518 6.34063 0.10950 -0.42
C 6.53438 -6.92479 -1.49587 0.88
F 8.24553 -6.36975 -3.03780 -0.27
H 1.81700 -3.61584 1.08639 0.35
H 8.54275 -7.75466 -1.64712 0.28
H 4.69569 -3.02798 4.01806 0.01
C -5.50684 7.73803 0.10050 0.75
F -0.25508 2.87643 -1.89695 -0.34
C -1.68586 1.40430 -0.78785 0.12
F -4.52180 7.98558 0.99179 -0.29
C 1.26247 0.37364 1.63670 0.34
H -5.37637 4.60699 -0.83501 0.28
C 6.84920 -4.26442 1.32424 0.56
H 0.59181 0.78866 0.80792 -0.33
H 0.22148 0.03858 3.66640 0.28
F -4.84115 2.32181 -1.74620 -0.24
F -6.86135 4.31933 -2.58781 -0.27
C 6.12980 -7.40576 -0.08454 -0.71
O 1.23163 -1.06388 1.48853 -0.32
H -0.36322 1.48633 2.73370 0.28
H -7.05684 8.24377 1.53974 0.23
F -6.18142 0.85196 -2.61591 -0.29
H -1.07624 2.40906 -4.00856 0.45
C 1.52201 -3.91886 3.29744 -0.50
F 5.88954 -5.76613 -1.76650 -0.27
F 6.44507 -5.95535 2.91006 -0.29
H 2.27610 0.84775 1.47744 0.35
C 0.57464 0.88688 3.00791 -0.93
F -2.33685 3.47843 -1.75434 -0.25
F 8.63196 -5.89151 -0.96762 -0.21
C -1.75652 1.84777 -3.36240 -0.84
F -5.02901 8.12568 -1.09501 -0.28
C -6.84619 5.56694 -2.02643 0.85
F 7.92875 -6.40894 1.41965 -0.28
H -4.69784 5.94372 -1.69651 0.41
C 8.03468 -6.79318 -1.76601 0.10
C -5.58466 5.63700 -1.13671 -0.60
F -4.50636 0.67839 -4.86235 -0.30
H 5.91909 -3.76221 1.60084 -0.08
F 7.08623 -4.01662 0.02062 -0.24
C 2.45533 -4.43668 4.49276 -0.71
C -6.76770 8.50216 0.51886 0.21

***

# 2
52
Properties=species:S:1:pos:R:3:nbo_charge:R:1 method="wB97M-V/def2-TZVPD" gap_ev="7.0 / 7.2" total_charge=+2 lumo_ev="-6.8 / -6.5" relative_energy_kj_mol=0.0 spin_multiplicity=2 s2=0.76 e_tot_ev=-68690.655
H 3.60505 -2.54732 1.47730 0.23
C -2.30649 1.50951 -0.30127 -0.02
H -2.20911 -1.72559 0.71155 0.24
H 1.46952 -4.78774 -0.69489 0.24
C -1.40653 -2.23555 1.23804 -0.40
H -1.00857 0.82621 2.77388 0.20
H 4.05715 0.27283 -2.16121 0.24
H -2.76163 1.86582 -3.68720 0.24
C -4.20500 2.45524 -2.18419 -0.19
H 1.74220 -5.48628 0.91605 0.25
H -5.40011 2.97162 -0.50492 0.24
C 1.24598 -4.69183 0.36516 -0.42
C -3.79414 2.20739 1.49815 -0.11
H 3.87283 2.36991 -3.45695 0.25
H -3.09724 1.88322 3.47883 0.24
C -2.88960 1.77369 2.42345 -0.24
H 3.09002 -3.93086 2.47325 0.24
H -0.74221 -3.67522 -0.87773 0.22
H 0.56625 -2.61696 -1.49969 0.22
H 2.67442 4.30433 -2.51739 0.25
H 0.93274 2.69757 1.50897 0.43
H 0.18015 -4.76444 0.55168 0.22
H -1.62228 -3.30080 1.32657 0.22
N 1.77402 -3.41792 0.90730 -0.34
H -1.26742 -1.78207 2.21415 0.24
H 3.05394 0.13358 0.10826 0.23
C -1.35872 1.02254 0.65890 -0.58
H -1.10290 -2.03175 -1.42218 0.24
C -1.68993 1.16835 1.99517 -0.12
C 2.23491 2.13017 0.01446 0.18
S 1.45965 -1.12574 2.24756 -0.09
C -3.53180 2.08399 0.11190 -0.08
Ti 0.50033 0.17418 0.40525 1.23
C -0.36200 -2.65734 -0.93148 -0.41
C 2.73191 3.38468 -1.95161 -0.13
C 2.13809 3.31492 -0.70572 -0.25
H -4.92065 2.80567 -2.91432 0.25
N 1.53022 1.91643 1.25668 -0.87
C 3.13683 -3.52620 1.46260 -0.42
H 2.17463 1.74614 2.02472 0.42
C -2.08493 1.47000 -1.69775 -0.16
I -0.24505 0.73953 -2.30154 0.38
C 2.90316 1.02347 -0.50595 -0.36
H 1.60473 4.16346 -0.29593 0.24
C -2.97583 1.91351 -2.62824 -0.21
N -0.15291 -2.07392 0.42021 -0.54
H 3.69378 -4.20342 0.82066 0.24
C -4.46811 2.54360 -0.85019 -0.15
C 3.40890 2.28885 -2.48382 -0.19
C 1.03884 -2.35893 1.13418 0.35
H -4.72284 2.66516 1.81449 0.24
C 3.50575 1.11431 -1.76523 -0.15

***

# 3
59
Properties=species:S:1:pos:R:3:nbo_charge:R:1 method="wB97M-V/def2-TZVPD" gap_ev=5.9 total_charge=-1 lumo_ev=2.5 relative_energy_kj_mol=81.9 spin_multiplicity=1 e_tot_ev=-84010.634
C -4.85381 0.06094 -0.38967 -0.16
C 1.37069 4.28464 0.53633 -0.25
N 2.19929 4.25854 -0.66307 -0.43
S 3.21719 -1.34756 2.29313 -0.07
H 3.89769 3.30654 -1.37417 0.19
C 1.29439 -3.87616 0.67213 -0.31
H -2.83611 -4.51776 -0.70937 0.22
C -1.42311 -2.84226 -1.12197 -0.08
H 3.03019 1.54674 0.80333 0.26
O 0.70499 -6.09246 1.30713 -0.66
S 0.04049 -0.06396 2.56043 -0.75
N -3.43061 -2.49726 -0.35887 -0.52
O -1.40691 1.10004 -0.12547 -0.96
C -5.49231 1.28064 -0.29127 -0.30
H -6.56821 1.33584 -0.37247 0.20
H 2.54449 -1.10546 -1.61757 0.20
H 0.57549 5.02094 0.37803 0.19
H 0.57579 4.54574 -1.91967 0.19
H 3.06379 1.16754 -0.91657 0.21
C 0.76959 -4.90286 1.57963 0.67
C -4.73871 2.43564 -0.10947 -0.19
H -5.45431 -0.82536 -0.55397 0.19
C 0.78369 -2.59006 0.66063 0.12
H -2.77521 3.25944 0.09043 0.20
C 0.82639 2.40424 -1.52867 -0.27
C -2.79311 -1.30276 -0.50697 0.37
C 1.38489 3.82124 -1.78827 -0.25
H -0.29581 2.87934 0.81083 0.23
C -3.36941 2.36504 -0.04117 -0.31
Mg 0.02699 0.03344 0.09763 1.76
H -0.26151 2.39194 -1.55267 0.24
C -2.68371 1.13644 -0.15907 0.49
H 3.90769 3.65794 0.35403 0.20
H 1.99339 4.63344 1.36553 0.20
H 2.63849 -5.20836 -0.34847 0.22
C 3.28299 3.30234 -0.46977 -0.25
C 2.29339 -1.86906 -0.89607 0.08
S 2.01799 0.25964 2.89093 -0.13
H -5.23221 3.39694 -0.03587 0.20
H -0.01031 -5.05836 3.46833 0.39
H 1.19209 1.68494 -2.26687 0.19
C 2.28359 -4.19016 -0.28957 -0.12
N -1.56381 -1.49876 -0.95027 -0.56
N 1.24869 1.93424 -0.21047 -0.53
H 0.49629 -3.46676 3.04083 0.41
C -2.56251 -3.48316 -0.73977 -0.10
C 2.71269 1.89514 -0.18037 -0.27
N 1.20809 -1.62056 -0.13297 -0.73
H 3.51289 -3.37966 -1.83747 0.21
H -4.35141 -2.62956 0.02343 0.42
N 0.31429 -4.41596 2.76663 -0.83
C -3.46421 -0.03686 -0.33097 -0.24
H -0.52611 -3.27266 -1.52157 0.22
S 4.06359 -1.01276 0.50633 -0.46
H 1.12539 2.50914 1.78513 0.24
H -0.06141 -2.33186 1.28363 0.22
C 0.79369 2.88084 0.81423 -0.28
C 2.75229 -3.19856 -1.09357 -0.29
H 2.01149 3.84764 -2.68447 0.19

***

# 4
62
Properties=species:S:1:pos:R:3:nbo_charge:R:1 method="wB97M-V/def2-TZVPD" gap_ev="6.2 / 5.7" total_charge=0 lumo_ev="-0.4 / -0.4" relative_energy_kj_mol=34.7 spin_multiplicity=2 s2=0.75 e_tot_ev=-76908.688
O 0.24120 -0.49537 1.04127 -0.83
C -3.12534 2.21171 0.60371 -0.09
C 1.77725 -0.27907 -2.29058 0.40
H 2.30401 0.89586 1.08993 0.22
H -2.40881 -2.19020 -2.73998 0.19
O -2.39770 -0.94331 0.94432 -0.55
C 0.39195 1.26979 -2.93486 0.04
O -0.85881 2.41980 -1.37301 -0.82
H -1.33999 0.77760 2.95633 0.21
H -4.62738 1.82703 -0.88616 0.20
H -3.94343 -0.61072 2.27553 0.16
C 4.40825 0.32440 3.64036 0.02
H 1.94482 -1.87264 4.30663 0.25
O -1.17648 2.96087 -3.52551 -0.61
O 0.09137 -1.94152 2.73513 -0.70
H -1.93192 -2.87011 1.51234 0.22
H 4.15127 -1.08894 5.22526 0.25
C -2.84787 -0.57079 2.21641 -0.09
C 2.70875 0.46339 1.99151 -0.21
H 2.78804 -0.40522 -4.12488 0.43
H -0.24214 -2.46975 0.03190 0.22
C -3.37105 -0.49741 -1.81708 -0.08
C -2.14342 -1.20881 -2.33520 -0.08
H -3.90604 -1.10230 -1.08007 0.18
O 2.54659 1.90509 -5.78596 -0.68
C 2.51676 -1.09778 3.81399 -0.18
H 3.34612 -0.91950 -0.99172 0.24
H 2.77651 -2.16399 -2.11603 0.23
C -0.65431 2.31801 -2.63779 0.76
H -3.79117 2.63421 1.35873 0.19
C 3.73034 -0.67029 4.32443 -0.19
C 2.46381 -1.32699 -1.48990 -0.66
H -4.05018 -0.28359 -2.64844 0.20
H 1.77824 -1.68495 -0.72531 0.25
H -3.25143 -2.71077 0.33062 0.16
C -1.21437 -2.42601 -0.45240 -0.07
O -2.91994 0.69974 -1.20573 -0.53
H -1.70105 -0.61586 -3.13478 0.21
C 1.28471 1.59231 -5.37075 0.76
C 0.66311 -1.03445 2.12334 0.74
H -4.36912 0.47541 0.23534 0.18
V -0.66593 0.70107 -0.29057 1.27
H -2.98214 1.43020 3.07498 0.19
C 2.00152 -0.53746 2.64950 -0.05
C 3.92603 0.90677 2.48246 -0.19
C -2.30185 0.84301 2.45440 -0.07
H 3.12665 2.02721 -5.02710 0.48
H -2.43529 -1.22814 2.98730 0.22
O 0.35244 1.74111 -6.08885 -0.49
O -1.14441 -1.30754 -1.33587 -0.55
N 2.11281 0.07388 -3.55496 -0.50
N 5.70701 0.78478 4.16951 0.53
C -2.28062 -2.30719 0.64239 -0.09
N 0.75834 0.44362 -1.89703 -0.52
C -3.87094 1.27372 -0.32261 -0.08
O -2.02777 1.54225 1.24385 -0.55
O 6.10775 0.28415 5.19992 -0.38
O 6.30508 1.63381 3.54138 -0.38
H -1.37028 -3.33667 -1.03687 0.18
C 1.22310 1.04620 -3.99204 -0.03
H 4.49159 1.68229 1.99037 0.25
H -2.67425 3.00801 0.01892 0.24

***

Computed M (u) in order:
844.35 526.29 546.04 562.38